# 1
Density functional theory data (wB97M-V/def2-TZVPD) for C6H12MnOP as an isolated structure.

The multiplicity is 6. The value obtained for the gap between HOMO and LUMO (spin up / spin down) is 0.15695 / 0.19604 hartree. The molecular weight is 186.07 g mol⁻¹. The charge is -1. As for the expectation value of S²: 8.859. The calculation puts the HOMO energy (spin up / spin down) at -1.07 / -2.29 eV. The electronic energy comes out at -1803.20433 Ha.

```
21
C6H12MnOP, DFT wB97M-V/def2-TZVPD
Mn -1.11 0.65 1.63
P -3.02 -0.71 1.59
O 0.55 1.74 1.59
C -0.23 -1.35 -2.28
C 0.91 1.99 2.96
C 0.19 0.10 -2.64
C 1.59 0.14 -2.55
C 2.08 -1.16 -2.19
C 0.97 -2.05 -2.04
H 1.17 2.12 0.95
H 1.03 -3.10 -1.78
H -1.25 -1.70 -2.23
H 3.13 -1.43 -2.05
H -3.15 -1.58 2.72
H 0.10 1.57 3.55
H -3.19 -1.62 0.51
H -0.51 0.88 -2.91
H 1.00 3.07 3.11
H -4.30 -0.06 1.61
H 2.20 1.02 -2.74
H 1.86 1.49 3.18
```

---

# 2
Density functional theory data (wB97M-V/def2-TZVPD) for C5H8LiMgO4 as an isolated structure.

The multiplicity is 2. The value obtained for the gap between HOMO and LUMO (spin up / spin down) is 0.20788 / 0.26075 hartree. The molecular weight is 163.36 g mol⁻¹. The charge is 0. As for the expectation value of S²: 0.751. The calculation puts the HOMO energy (spin up / spin down) at -6.27 / -7.75 eV. The electronic energy comes out at -703.85365 Ha.

```
19
C5H8LiMgO4, DFT wB97M-V/def2-TZVPD
Mg 1.20 7.33 0.06
O 2.94 6.07 -0.24
O 1.31 5.97 1.77
O -0.42 5.95 0.48
O 1.43 2.13 1.20
C 3.22 0.51 1.17
C 2.51 5.25 1.95
C 3.29 5.30 0.67
C 0.17 5.23 1.28
C 2.58 1.74 1.80
Li 0.13 3.14 1.89
H 2.43 1.55 2.89
H 3.31 2.72 1.66
H 3.39 0.68 0.10
H 2.57 -0.37 1.28
H 3.10 5.70 2.76
H 2.29 4.18 2.17
H 4.19 0.28 1.63
H 4.35 4.99 0.74
```

---

# 3
Density functional theory data (wB97M-V/def2-TZVPD) for one molecule with the formula C11H9N5OS2.

The multiplicity is 1. The value obtained for the gap between HOMO and LUMO is 0.32781 hartree. The molecular weight is 291.36 g mol⁻¹. The charge is 0. The calculation puts the HOMO energy at -8.44 eV. As for the SMILES: O=C(CSc1cn[nH]n1)Nc1nc2ccccc2s1. The electronic energy comes out at -1569.99648 Ha.

```
28
C11H9N5OS2, DFT wB97M-V/def2-TZVPD
S 3.06 2.11 0.29
S -1.79 -0.04 0.34
O -0.60 2.25 0.64
N 2.03 0.52 -1.65
N -0.01 -1.70 1.26
N 0.87 1.89 -2.95
N 0.68 0.52 1.33
N 1.27 0.66 -2.71
C 2.14 1.76 -1.17
C 1.40 2.62 -1.99
C -0.24 -0.46 1.05
C 0.46 1.84 1.06
C -2.16 -1.75 0.34
C 1.65 2.73 1.30
C -2.29 -4.49 0.54
C -1.15 -3.86 0.97
C -3.30 -2.39 -0.09
C -1.07 -2.47 0.87
C -3.36 -3.76 0.01
H -4.25 -4.29 -0.32
H -2.37 -5.57 0.61
H 1.41 3.75 1.02
H -4.13 -1.82 -0.49
H 1.59 0.20 1.63
H 1.01 -0.12 -3.29
H 1.24 3.67 -1.92
H 1.99 2.69 2.33
H -0.31 -4.41 1.38
```

---

# 4
Density functional theory data (wB97M-V/def2-TZVPD) for C3H9Li4O4 as an isolated structure.

The multiplicity is 1. The value obtained for the gap between HOMO and LUMO is 0.31337 hartree. The molecular weight is 136.87 g mol⁻¹. The charge is +1. The calculation puts the HOMO energy at -12.96 eV. The electronic energy comes out at -450.81458 Ha.

```
20
C3H9Li4O4, DFT wB97M-V/def2-TZVPD
O 16.63 -1.30 -7.55
O 19.56 -0.81 -6.59
O 18.85 -0.91 -9.53
O 18.75 -4.04 -7.50
C 18.87 -5.17 -5.45
C 18.15 -4.85 -6.79
C 16.66 -5.28 -7.10
Li 17.64 -0.09 -6.28
Li 17.22 0.01 -9.01
Li 19.60 0.40 -8.12
Li 18.58 -2.15 -7.90
H 16.21 -5.78 -6.24
H 18.33 -4.76 -4.59
H 15.96 -4.48 -7.36
H 20.33 -0.71 -5.99
H 19.19 -1.31 -10.36
H 19.88 -4.78 -5.36
H 18.96 -6.24 -5.31
H 16.67 -6.08 -7.83
H 15.73 -1.37 -7.20
```

---

How do the records compare in maximum force? In the order shown, they have 3.672 3.147 0.966 2.321 eV Å⁻¹.